i:
Computed, not measured: the molecule C2H3NO2, with the ωB97M-V functional and the def2-TZVPD basis.

As for the orbital gap: 10.05 eV. Its LUMO energy is 0.0116 hartree. The SMILES is O=C1N[C@H]1O.

Last column: Löwdin charge in e.
CARTESIAN COORDINATES (ANGSTROEM)
O: -0.7498 0.3991 2.0253  0.12
C: -0.1898 -0.0387 1.0595  -0.54
N: -0.0957 -1.2385 0.3946  0.20
C: 0.4346 0.2944 -0.1308  -0.20
O: -0.2881 0.7975 -1.1161  0.08
H: -0.8565 -1.6902 -0.0600  0.09
H: 1.4929 0.3885 -0.3265  0.15
H: 0.2525 1.0878 -1.8460  0.11


ii:
Computed, not measured: a cluster of 2 separate species, C2H3NO2 in total, with the ωB97M-V functional and the def2-TZVPD basis.

As for the orbital gap (spin up / spin down): 10.00 / 6.76 eV. Its LUMO energy (spin up / spin down) is -0.0085 / -0.0386 hartree.

Last column: Löwdin charge in e.
CARTESIAN COORDINATES (ANGSTROEM)
C: 1.3857 -0.0494 -0.1822  -0.19
C: 0.0482 0.2548 0.2063  -0.53
N: 2.5032 -0.3832 -0.2303  0.16
O: -0.4439 1.4466 -0.0247  0.08
O: -0.7416 -0.4843 0.9912  0.06
H: -0.5535 -0.7567 -1.8474  0.10
H: -1.4096 1.4311 0.2264  0.16
H: -0.7884 -1.4588 0.8608  0.15


iii:
Computed, not measured: a cluster of 2 separate species, C2H3NO2 in total, with the ωB97M-V functional and the def2-TZVPD basis.

As for the orbital gap: 8.73 eV. Its LUMO energy is 0.0250 hartree.

Last column: Löwdin charge in e.
CARTESIAN COORDINATES (ANGSTROEM)
C: 1.3601 -1.1119 -0.0033  -0.08
C: -0.8543 -0.5215 -0.0057  -0.40
N: -0.7356 0.7708 -0.1600  0.14
O: 2.0705 -0.1549 0.0403  -0.02
O: -1.7106 -1.3444 0.0121  0.07
H: 1.6568 -2.1610 0.0174  0.07
H: 0.1905 1.1767 -0.1323  0.09
H: -1.5281 1.3696 -0.3640  0.12


Which of them is most stable, and which least? Most stable: iii; least stable: ii.


i:
Computed, not measured: the molecule C2H3NO2, with the ωB97M-V functional and the def2-TZVPD basis.

As for the orbital gap (spin up / spin down): 8.29 / 9.43 eV. Its LUMO energy (spin up / spin down) is -0.0702 / -0.0548 hartree.

Last column: Löwdin charge in e.
CARTESIAN COORDINATES (ANGSTROEM)
C: -0.6558 -1.2062 1.0004  -0.51
C: -0.0377 -0.1304 0.0757  0.00
N: -1.4496 -0.9455 1.8858  0.27
O: 0.0911 -2.3755 0.9346  -0.03
O: 0.9923 -2.3518 -0.0129  0.01
H: 0.6679 0.4230 0.7910  0.13
H: 0.2411 -0.8080 -0.7223  0.07
H: -0.7606 0.6315 -0.0431  0.06


ii:
Computed, not measured: a structure of composition C2H3NO2, with the ωB97M-V functional and the def2-TZVPD basis.

As for the orbital gap (spin up / spin down): 8.88 / 8.33 eV. Its LUMO energy (spin up / spin down) is -0.0407 / -0.0265 hartree.

Last column: Löwdin charge in e.
CARTESIAN COORDINATES (ANGSTROEM)
C: -0.5750 -0.4327 -0.0007  -0.26
C: -1.6434 0.2862 -0.2258  0.10
N: 0.3421 -1.1343 0.1438  0.18
O: 1.9029 -0.2133 -0.1386  -0.12
O: 1.8779 1.0685 0.1042  -0.08
H: -1.9755 0.2226 -1.1451  0.02
H: -2.0630 0.8463 0.5966  0.08
H: 2.1340 -0.6433 0.6656  0.09


iii:
Computed, not measured: the molecule C2H3NO2, with the ωB97M-V functional and the def2-TZVPD basis.

As for the orbital gap: 10.80 eV. Its LUMO energy is 0.0293 hartree. The SMILES is O=CN1CO1.

Last column: Löwdin charge in e.
CARTESIAN COORDINATES (ANGSTROEM)
O: -1.4462 -0.3625 -1.6588  0.08
C: -0.5386 -0.7008 -0.9648  -0.25
N: -0.3226 -0.4230 0.4790  -0.06
C: 0.3434 0.7208 0.8583  -0.17
O: 0.9922 -0.5091 0.8765  -0.01
H: 0.2980 -1.3913 -1.3787  0.16
H: 0.7472 1.2930 0.0799  0.10
H: -0.0735 1.3729 1.7087  0.15


Which of them is most stable, and which least? Most stable: iii; least stable: ii.


i:
Computed, not measured: the molecule C2H3NO2, with the ωB97M-V functional and the def2-TZVPD basis.

As for the orbital gap: 11.39 eV. Its LUMO energy is 0.0240 hartree. The SMILES is N#CCOO.

Last column: Löwdin charge in e.
CARTESIAN COORDINATES (ANGSTROEM)
N: 2.0250 -1.0601 -0.8980  0.16
C: 1.2523 -0.5827 -0.2046  -0.21
C: 0.3184 0.1462 0.6762  -0.16
O: -1.1192 -0.0182 0.3923  -0.16
O: -1.3171 0.5046 -0.9685  -0.04
H: 0.4130 -0.2056 1.7902  0.17
H: 0.5784 1.1901 0.4274  0.12
H: -2.1509 0.0256 -1.2150  0.12


ii:
Computed, not measured: the molecule C2H3NO2, with the ωB97M-V functional and the def2-TZVPD basis.

As for the orbital gap (spin up / spin down): 6.80 / 6.61 eV. Its LUMO energy (spin up / spin down) is -0.0752 / -0.0803 hartree.

Last column: Löwdin charge in e.
CARTESIAN COORDINATES (ANGSTROEM)
C: 0.2173 0.4108 0.0553  -0.58
C: 1.2294 -0.4292 0.2296  0.06
N: -1.1412 -0.0677 -0.3712  0.06
O: -0.0581 1.6048 0.2489  0.06
O: -2.0726 -0.4383 0.3049  0.14
H: 1.0525 -1.5000 0.0734  0.06
H: 2.1900 -0.0386 0.5843  0.07
H: -1.4173 0.4582 -1.1253  0.13


Which of them is most stable, and which least? Most stable: i; least stable: ii.